# 1
Density functional theory data (ωB97M-V/def2-TZVPD) for a single C5H8O molecule.

Results
energy	-7358.043	eV
Kohn-Sham gap	9.55	eV
lowest unoccupied orbital energy	1.1	eV
molar mass	84.12	g mol⁻¹
SMILES string	C1C[C@@H]2C[C@@H]2O1
energy above the lowest of the compared OMol25 structures with the same formula, charge and spin	406.42	kJ/mol
E_HOMO	-0.309	Eh
spin multiplicity	1

Atoms and positions in Å:
C 1.518 0.613 0.275
C 0.410 -0.189 0.944
C -0.882 0.309 0.269
C -1.214 -0.981 -0.470
C -0.305 0.387 -1.060
O 1.046 0.599 -1.093
H 2.491 0.112 0.300
H 1.672 1.666 0.581
H 0.330 -1.190 0.270
H 0.429 -0.245 2.043
H -1.623 0.954 0.719
H -1.334 -1.780 0.293
H -1.970 -1.102 -1.225
H -0.801 0.700 -1.972

Atoms 1-3, force components in eV/Å:
C 0.00 -0.14 -0.15
C -0.04 -0.62 -0.34
C -0.38 0.11 -0.08



# 2
Density functional theory data (ωB97M-V/def2-TZVPD) for a molecular structure, C28H25Cl5N8NiO3S4.

Results
energy	-194498.921	eV
⟨S²⟩	2.006
Kohn-Sham gap (alpha / beta)	7.69 / 7.82	eV
lowest unoccupied orbital energy (alpha / beta)	-0.2 / -0.2	eV
molar mass	885.79	g mol⁻¹
energy above the lowest of the compared OMol25 structures with the same formula, charge and spin	151.79	kJ/mol
E_HOMO (alpha / beta)	-0.290 / -0.296	Eh
spin multiplicity	3

Atoms and positions in Å:
Ni -0.104 -1.863 0.124
C -1.494 1.778 3.093
C -0.723 0.778 3.936
S 0.658 -0.028 3.038
O 0.176 -0.321 1.651
C 1.785 1.428 2.856
C 1.441 2.304 1.660
H -2.541 1.805 3.380
H -1.471 1.478 2.046
H -1.085 2.783 3.189
H -1.350 -0.061 4.240
H -0.278 1.222 4.827
H 2.773 0.979 2.739
H 1.760 1.966 3.804
H 1.132 1.684 0.817
H 2.313 2.887 1.359
H 0.630 2.992 1.882
N 3.658 -3.596 3.632
N 2.761 -3.654 2.602
N 2.350 -4.792 2.101
C 1.447 -4.380 1.222
N 1.343 -3.046 1.221
N 2.191 -2.592 2.115
H 4.223 -4.431 3.642
H 4.192 -2.741 3.598
H 0.889 -5.041 0.583
S 3.257 2.218 -3.466
C 2.648 0.849 -2.533
C 1.882 -0.107 -3.193
C 1.328 -1.142 -2.466
N 1.498 -1.281 -1.148
C 2.292 -0.397 -0.536
C 2.881 0.675 -1.174
C 3.510 3.406 -2.153
C 4.764 3.578 -1.585
C 4.887 4.493 -0.548
N 3.871 5.216 -0.089
C 2.681 5.057 -0.659
C 2.442 4.159 -1.692
H 1.689 -0.016 -4.254
H 0.692 -1.866 -2.948
H 2.444 -0.548 0.525
H 3.487 1.367 -0.609
H 5.615 3.015 -1.944
H 5.843 4.652 -0.062
H 1.882 5.677 -0.269
H 1.456 4.046 -2.120
Cl -1.959 -2.627 1.461
C -1.815 -3.879 0.266
C -0.858 -3.627 -0.714
C -0.701 -4.647 -1.642
Cl 0.511 -4.528 -2.880
C -1.457 -5.826 -1.608
Cl -1.222 -7.064 -2.784
C -2.403 -6.018 -0.604
Cl -3.313 -7.474 -0.522
C -2.588 -5.026 0.355
Cl -3.728 -5.227 1.626
O -5.109 1.420 1.514
S -4.992 0.553 0.371
O -5.999 -0.452 0.199
N -3.479 -0.126 0.317
C -2.827 0.268 -0.735
S -1.289 -0.261 -1.237
C -3.542 1.250 -1.606
C -3.094 1.855 -2.770
C -3.945 2.742 -3.416
C -5.211 3.018 -2.910
C -5.661 2.402 -1.747
C -4.805 1.527 -1.116
H -2.107 1.625 -3.146
H -3.624 3.222 -4.331
H -5.857 3.715 -3.427
H -6.649 2.598 -1.352

Atoms 1-3, force components in eV/Å:
Ni 0.38 -0.07 -0.74
C -0.05 0.05 -0.13
C 0.12 -0.19 -0.43



# 3
Density functional theory data (ωB97M-V/def2-TZVPD) for a single C18H26N2O3 molecule.

Results
energy	-28211.598	eV
Kohn-Sham gap	8.62	eV
lowest unoccupied orbital energy	0.8	eV
molar mass	318.42	g mol⁻¹
SMILES string	COc1ccc(NC(=O)CN(C)C(=O)CCC2CCCC2)cc1
energy above the lowest of the compared OMol25 structures with the same formula, charge and spin	116.65	kJ/mol
E_HOMO	-0.289	Eh
spin multiplicity	1

Atoms and positions in Å:
C -6.133 0.217 0.631
O -5.233 -0.263 -0.337
C -3.986 0.288 -0.393
C -3.516 1.294 0.441
C -2.228 1.781 0.297
C -1.387 1.269 -0.681
N -0.071 1.708 -0.869
C 0.566 2.746 -0.286
O 0.096 3.522 0.520
C 2.035 2.830 -0.736
N 2.822 1.792 -0.089
C 3.383 2.090 1.209
C 2.841 0.563 -0.657
O 2.255 0.353 -1.712
C 3.648 -0.506 0.048
C 3.199 -1.914 -0.348
C 1.830 -2.354 0.211
C 0.768 -2.549 -0.873
C -0.535 -2.709 -0.090
C -0.333 -1.907 1.209
C 1.114 -1.395 1.167
C -1.860 0.261 -1.522
C -3.140 -0.222 -1.381
H -6.344 1.283 0.491
H -7.050 -0.352 0.489
H -5.759 0.051 1.646
H -4.141 1.714 1.213
H -1.875 2.565 0.946
H 0.485 1.144 -1.510
H 2.104 2.688 -1.818
H 2.435 3.809 -0.468
H 3.287 3.156 1.397
H 2.853 1.561 2.006
H 4.441 1.825 1.244
H 4.691 -0.371 -0.253
H 3.593 -0.389 1.128
H 3.966 -2.614 -0.011
H 3.163 -1.962 -1.437
H 1.959 -3.308 0.735
H 0.977 -3.408 -1.510
H 0.738 -1.656 -1.497
H -1.395 -2.350 -0.653
H -0.703 -3.762 0.141
H -1.037 -1.078 1.280
H -0.485 -2.547 2.079
H 1.565 -1.371 2.160
H 1.122 -0.385 0.757
H -1.213 -0.140 -2.289
H -3.516 -1.000 -2.027

Atoms 1-3, force components in eV/Å:
C -0.12 0.07 0.14
O 0.21 -0.09 -0.21
C 0.12 0.01 -0.04



# 4
Density functional theory data (ωB97M-V/def2-TZVPD) for a molecular structure, C9H10BF6N6O4ReSSb.

Results
energy	-63107.172	eV
⟨S²⟩	2.013
Kohn-Sham gap (alpha / beta)	7.95 / 6.91	eV
net charge	+1
lowest unoccupied orbital energy (alpha / beta)	-5.7 / -6.8	eV
molar mass	731.05	g mol⁻¹
energy above the lowest of the compared OMol25 structures with the same formula, charge and spin	123.14	kJ/mol
E_HOMO (alpha / beta)	-0.502 / -0.502	Eh
spin multiplicity	3

Atoms and positions in Å:
Re -0.043 0.305 -0.095
C 1.612 3.900 1.378
C 1.134 3.117 0.348
N 0.933 1.865 0.804
N 1.240 1.842 2.127
C 1.651 3.057 2.484
B 1.009 0.548 2.952
N -0.492 0.157 2.850
C -1.439 -0.032 3.765
C -2.602 -0.471 3.141
C -2.296 -0.525 1.797
N -1.011 -0.154 1.634
N 1.738 -0.580 2.213
C 2.670 -1.446 2.612
C 2.962 -2.305 1.565
C 2.155 -1.891 0.523
N 1.411 -0.841 0.927
H 1.888 4.938 1.336
H 0.918 3.369 -0.680
H 1.946 3.257 3.502
H 1.363 0.675 4.082
H -1.234 0.154 4.807
H -3.542 -0.711 3.605
H -2.903 -0.786 0.945
H 3.066 -1.398 3.613
H 3.667 -3.117 1.557
H 2.067 -2.277 -0.476
O -1.101 -1.125 -1.203
S -0.259 -0.605 -2.370
O -0.199 -1.357 -3.547
O 1.076 -0.496 -1.525
O -0.548 0.862 -2.386
F -1.448 1.557 -0.142
Sb -2.887 2.228 -2.870
F -3.583 2.957 -1.306
F -1.426 3.351 -2.710
F -4.038 3.244 -3.892
F -2.300 1.365 -4.401
F -3.343 0.565 -2.178

Atoms 1-3, force components in eV/Å:
Re -0.33 0.34 -0.03
C 0.01 0.00 0.04
C -0.02 -0.08 -0.01



# 5
Density functional theory data (ωB97M-V/def2-TZVPD) for 2 unconnected molecules or ions with the total composition C3H2BrNO2.

Results
energy	-78767.952	eV
Kohn-Sham gap	8.35	eV
lowest unoccupied orbital energy	-0.8	eV
molar mass	163.96	g mol⁻¹
SMILES string	O=C=NBr.C=C=O
energy above the lowest of the compared OMol25 structures with the same formula, charge and spin	207.82	kJ/mol
E_HOMO	-0.337	Eh
spin multiplicity	1

Atoms and positions in Å:
O 0.728 1.164 -4.185
C 1.297 0.844 -3.228
N 1.497 0.656 -2.045
Br 3.041 0.942 -1.060
C 0.066 0.340 0.316
C 0.133 1.524 -0.210
O 0.132 2.612 -0.624
H 0.564 -0.453 -0.028
H -0.356 0.330 1.401

Atoms 1-3, force components in eV/Å:
O 0.60 -0.52 -0.91
C -1.28 1.30 0.38
N 1.51 -0.88 0.55



# 6
Density functional theory data (ωB97M-V/def2-TZVPD) for a molecular structure, C4H8N2O2.

Results
energy	-11349.945	eV
Kohn-Sham gap (alpha / beta)	7.88 / 7.88	eV
lowest unoccupied orbital energy (alpha / beta)	-0.3 / -0.3	eV
molar mass	116.12	g mol⁻¹
energy above the lowest of the compared OMol25 structures with the same formula, charge and spin	402.11	kJ/mol
E_HOMO (alpha / beta)	-0.301 / -0.301	Eh
spin multiplicity	1

Atoms and positions in Å:
C 0.696 0.220 -0.124
C 1.928 -0.073 0.667
C -1.687 0.072 -0.126
C -0.437 -0.769 -0.154
N 0.665 1.200 -0.999
O -2.768 -0.555 0.437
N -0.371 -2.020 0.020
O -1.866 0.946 -1.053
H -3.546 -0.167 0.012
H -0.958 0.671 0.917
H 1.386 1.908 -0.975
H -0.360 1.397 -1.348
H 0.586 -2.356 0.136
H 1.665 -0.492 1.638
H 2.527 0.826 0.815
H 2.539 -0.810 0.138

Atoms 1-3, force components in eV/Å:
C 0.44 0.25 -0.81
C 0.01 0.10 0.02
C 1.17 0.44 0.65